1.
Here is the molecule C4H6N2O from the OMol25 dataset. Energies are from the ωB97M-V functional and the def2-TZVPD basis.

CARTESIAN COORDINATES (ANGSTROEM)
O: -1.0019 -0.9347 0.5560
C: 0.2194 -0.9880 -0.1806
H: -2.6413 0.1279 0.9687
H: 0.5373 -2.0313 -0.1420
C: 1.2467 -0.0642 0.4979
C: 2.2032 0.5312 -0.4363
H: 0.7101 0.7562 0.9827
N: -1.5491 0.9416 -0.6478
H: -2.2778 1.6473 -0.7064
H: 0.0438 -0.6912 -1.2166
H: 1.7967 -0.6019 1.2762
N: 2.9505 1.0257 -1.1670
C: -1.7963 0.1155 0.2761

Computed properties:
SMILES ... [H]/N=C/OCCC#N
Largest force on an atom ... 0.022 Eh/bohr
Total charge ... 0
HOMO ... -10.72 eV
Energy relative to the best compared isomer or geometry (same formula, charge and spin) ... 32.1 kcal per mole

---

2.
Here is the molecule C4H6N2O from the OMol25 dataset. Energies are from the ωB97M-V functional and the def2-TZVPD basis.

CARTESIAN COORDINATES (ANGSTROEM)
O: 1.3588 1.3855 -0.6190
H: -1.7815 -0.5933 -1.4826
C: -0.8557 0.4317 0.0648
H: 1.2754 0.6132 -1.3339
C: 0.5612 -1.3238 0.1028
C: 0.3633 -0.0639 1.0385
C: 0.4074 1.1398 0.3103
H: -1.7462 0.6676 0.5454
H: 1.2409 -2.0500 0.2974
N: -0.9731 -0.3524 -1.0012
H: 0.1027 -0.3970 2.1146
N: -0.2023 -1.4379 -0.8690
H: 0.2491 1.9805 0.8319

Computed properties:
SMILES ... O[C@@H]1[C@@H]2C=NN[C@H]12
Largest force on an atom ... 0.128 Eh/bohr
Total charge ... 0
HOMO ... -8.64 eV
Energy relative to the best compared isomer or geometry (same formula, charge and spin) ... 104.0 kcal per mole

---

3.
Here is the molecule C4H6N2O from the OMol25 dataset. Energies are from the ωB97M-V functional and the def2-TZVPD basis.

CARTESIAN COORDINATES (ANGSTROEM)
H: -1.2085 1.5872 -1.7810
H: -1.7469 1.1407 1.1186
H: 0.4981 0.8418 -0.8435
N: 0.1077 1.3252 0.1504
H: -0.5683 -1.2977 0.5218
C: 1.1878 -1.2186 0.0561
N: -2.0212 1.1229 -1.0230
C: -1.3262 1.2857 0.0771
C: 1.5883 -1.6163 -0.9636
C: 0.3640 -0.8344 1.1573
H: 0.4209 -1.1924 2.1380
H: 2.1635 -1.7030 -1.8301
O: 0.5408 0.5588 1.2219

Computed properties:
SMILES ... [H]/N=C\NOCC#C
Largest force on an atom ... 0.106 Eh/bohr
Total charge ... 0
HOMO ... -9.53 eV
Energy relative to the best compared isomer or geometry (same formula, charge and spin) ... 168.5 kcal per mole

---

4.
Here is the molecule C4H6N2O from the OMol25 dataset. Energies are from the ωB97M-V functional and the def2-TZVPD basis.

CARTESIAN COORDINATES (ANGSTROEM)
H: -0.6458 -0.1730 3.0630
O: -0.8585 -0.1914 -1.2947
H: -0.4637 -0.3424 -3.2826
N: -0.3421 -0.1328 2.1021
C: -0.4286 0.0180 -0.0614
H: 0.7175 0.6367 -2.3583
H: 0.7594 -1.1413 -2.2551
C: 0.8706 -0.0600 1.5949
C: 0.1071 -0.2670 -2.3534
C: -1.3095 0.2284 1.0727
H: -1.0240 1.3357 1.2976
N: 0.8805 -0.0057 0.2592
H: 1.7371 0.0949 2.2158

Computed properties:
SMILES ... COc1c[nH]cn1
Largest force on an atom ... 0.049 Eh/bohr
Total charge ... 0
HOMO ... -7.99 eV
Energy relative to the best compared isomer or geometry (same formula, charge and spin) ... 86.7 kcal per mole

---

5.
Here is the molecule C4H6N2O from the OMol25 dataset. Energies are from the ωB97M-V functional and the def2-TZVPD basis.

CARTESIAN COORDINATES (ANGSTROEM)
H: -0.3194 -1.9062 1.2309
H: -1.3482 0.7836 -2.0144
C: -0.3377 -0.8839 0.8767
N: 2.1270 -0.4525 0.4741
N: 0.2953 0.9695 -0.1753
C: 0.7522 -0.1722 0.4335
H: -2.5460 -0.4518 0.5665
H: 0.8327 1.7035 -0.6114
H: 2.5312 -0.3743 -0.4551
O: -1.6658 1.4355 -1.3685
H: 2.2719 -1.4052 0.7923
C: -1.0851 0.9145 -0.2354
C: -1.5081 -0.1605 0.4861

Computed properties:
SMILES ... Nc1ccc(O)[nH]1
Largest force on an atom ... 0.016 Eh/bohr
Total charge ... 0
HOMO ... -7.39 eV
Energy relative to the best compared isomer or geometry (same formula, charge and spin) ... 37.7 kcal per mole

---

6.
Here is the molecule C4H6N2O from the OMol25 dataset. Energies are from the ωB97M-V functional and the def2-TZVPD basis.

CARTESIAN COORDINATES (ANGSTROEM)
H: 2.3275 -1.5254 0.5052
H: -2.3030 1.3291 -0.7758
C: 1.3199 0.0741 -0.2136
H: -3.0960 -0.2164 -0.3910
N: 1.5227 -1.3005 -0.0653
N: 3.1608 1.8552 -0.3940
C: 2.3020 1.0688 -0.3247
C: -2.3147 0.4835 -0.0804
C: -0.9976 -0.2053 -0.0663
H: -2.5912 0.8703 0.9104
H: 1.5873 -1.8048 -0.9471
O: 0.0560 0.5129 -0.1834
H: -0.8572 -1.2726 0.0724

Computed properties:
Largest force on an atom ... 0.024 Eh/bohr
Total charge ... 0
HOMO (alpha / beta) ... -7.35 / -7.63 eV
Energy relative to the best compared isomer or geometry (same formula, charge and spin) ... 88.7 kcal per mole

---

7.
Here is the molecule C4H6N2O from the OMol25 dataset. Energies are from the ωB97M-V functional and the def2-TZVPD basis.

CARTESIAN COORDINATES (ANGSTROEM)
O: -1.4368 0.1736 0.6551
C: -0.0102 1.0627 -1.0857
H: 2.1662 -1.3093 -1.4759
C: 1.3454 -0.6750 -1.1634
C: -0.3745 0.1034 -0.1794
H: -0.3885 2.0404 -1.3278
H: -2.1854 -0.2867 2.4720
N: 1.0967 0.5337 -1.7187
C: -1.2657 -0.4633 1.9118
H: -1.1014 -1.5384 1.8024
H: -0.4235 -0.0264 2.4606
N: 0.4678 -0.9688 -0.2302
H: 1.6419 1.0065 -2.4196

Computed properties:
SMILES ... COc1c[nH]cn1
Largest force on an atom ... 0.006 Eh/bohr
Total charge ... 0
HOMO ... -8.22 eV
Energy relative to the best compared isomer or geometry (same formula, charge and spin) ... 24.2 kcal per mole

---

8.
Here is the molecule C4H6N2O from the OMol25 dataset. Energies are from the ωB97M-V functional and the def2-TZVPD basis.

CARTESIAN COORDINATES (ANGSTROEM)
H: -1.6552 0.1110 1.6603
O: 1.0676 2.3613 0.7616
N: 1.5708 -0.3595 -0.8136
C: 0.3420 -1.0591 -0.3511
C: -0.9294 -0.2576 -0.5017
N: -0.8226 1.1018 -0.0843
C: -1.8323 0.1874 0.5683
H: 0.5501 -1.1480 0.7410
H: 1.8420 -0.0347 -1.7468
H: 0.1917 -2.0943 -0.7166
H: -2.8621 0.4444 0.3120
C: 0.1613 1.6291 0.6730
H: 2.3762 -0.8818 -0.5022

Computed properties:
Largest force on an atom ... 0.030 Eh/bohr
Total charge ... 0
HOMO (alpha / beta) ... -7.65 / -7.33 eV
Energy relative to the best compared isomer or geometry (same formula, charge and spin) ... 127.1 kcal per mole

---

9.
Here is a cluster of 2 separate species, C4H6N2O in total from the OMol25 dataset. Energies are from the ωB97M-V functional and the def2-TZVPD basis.

CARTESIAN COORDINATES (ANGSTROEM)
N: 3.4842 0.4950 -0.8872
H: 1.7614 -0.8657 -1.2295
N: -2.3305 0.6334 -0.9459
H: -3.3013 0.7951 -1.1986
O: -1.1185 -0.0381 0.8865
C: -2.2697 0.2236 0.2430
C: 1.1509 -0.2178 1.0174
H: -3.0943 0.0120 0.9314
H: -0.0379 -0.1329 -0.8662
H: 1.9887 -0.8766 0.9019
C: 0.0706 -0.1665 0.2198
H: 1.1272 0.3295 1.9474
C: 2.5691 -0.1908 -1.0201

Computed properties:
SMILES ... [H]/N=C/OC=C.C#N
Largest force on an atom ... 0.028 Eh/bohr
Total charge ... 0
HOMO ... -9.15 eV
Energy relative to the best compared isomer or geometry (same formula, charge and spin) ... 90.4 kcal per mole

---

10.
Here is the molecule C4H6N2O from the OMol25 dataset. Energies are from the ωB97M-V functional and the def2-TZVPD basis.

CARTESIAN COORDINATES (ANGSTROEM)
H: -1.5102 -1.6941 0.5944
H: 1.8561 -1.7607 -0.3042
C: 1.7763 0.4592 -0.0480
H: -2.2189 0.2336 -0.8821
N: 1.3599 -0.8921 -0.1379
C: 0.0156 -0.9135 -0.0152
C: -0.4679 0.3577 0.0307
C: 0.6407 1.2372 0.0633
H: 2.7797 0.6483 0.2892
H: 0.5357 2.3098 0.2114
O: -0.7165 -2.0407 0.1448
N: -1.8734 0.5440 0.0224
H: -2.1143 1.5222 0.1239

Computed properties:
SMILES ... Nc1cc[nH]c1O
Largest force on an atom ... 0.018 Eh/bohr
Total charge ... 0
HOMO ... -7.30 eV
Energy relative to the best compared isomer or geometry (same formula, charge and spin) ... 30.9 kcal per mole

---

11.
Here is a structure of composition C4H6N2O from the OMol25 dataset. Energies are from the ωB97M-V functional and the def2-TZVPD basis.

CARTESIAN COORDINATES (ANGSTROEM)
C: 1.4152 -0.5016 -0.0843
H: -2.4851 0.3565 0.9497
C: 0.4264 0.3349 0.5387
C: -2.1501 0.3873 -0.0925
H: 3.4607 -0.4451 -0.2267
C: -0.7504 -0.1228 -0.1974
O: 0.9079 -1.4274 -0.8773
N: -0.5130 -1.1343 -0.9743
H: 0.3574 0.3007 1.6273
N: 2.5996 0.0347 0.0136
H: 1.7507 1.0037 0.4505
H: -2.1945 1.4296 -0.4234
H: -2.8247 -0.2161 -0.7040

Computed properties:
Largest force on an atom ... 0.009 Eh/bohr
Total charge ... 0
HOMO ... -8.88 eV
Energy relative to the best compared isomer or geometry (same formula, charge and spin) ... 115.9 kcal per mole

---

12.
Here is a cluster of 2 separate species, C4H6N2O in total from the OMol25 dataset. Energies are from the ωB97M-V functional and the def2-TZVPD basis.

CARTESIAN COORDINATES (ANGSTROEM)
H: 1.1515 1.9329 -1.0440
C: 0.0019 0.5865 0.1757
C: 0.9710 -0.3110 0.5285
N: -0.4302 -2.3093 0.1298
H: -0.5578 1.7860 -1.5064
H: 2.0122 -0.3342 0.2460
H: 0.2261 -2.5852 -0.5997
C: 0.0770 -1.3814 0.9180
H: -0.1189 2.7089 -0.0703
N: -1.2807 0.1327 0.5165
H: -1.2286 -1.2265 -0.2220
O: -0.9577 -0.8204 1.5860
C: 0.1343 1.8211 -0.6581

Computed properties:
Largest force on an atom ... 0.007 Eh/bohr
Total charge ... 0
HOMO (alpha / beta) ... -8.95 / -8.95 eV
Energy relative to the best compared isomer or geometry (same formula, charge and spin) ... 144.2 kcal per mole